1.
Formula: C3H5NO2
Source: OMol25
Level of theory: the ωB97M-V functional and the def2-TZVPD basis

As for the net charge: 0. The relative energy (zero: lowest compared OMol25 entry of this formula, charge and spin) is 68.62 kcal per mole. The SMILES is O=C1NC[C@@H]1O. The orbital gap comes out at 10.648 eV. The molecular weight comes out at 87.08 g mol⁻¹.

Cartesian coordinates (Å):
O  0.224  1.951  -1.135
C  0.323  0.863  -0.581
N  0.118  -0.219  -1.326
C  -0.099  -1.108  -0.109
C  0.395  0.105  0.762
O  -0.362  0.548  1.838
H  -0.171  0.487  -2.118
H  0.532  -2.007  -0.088
H  -1.134  -1.389  0.110
H  1.420  -0.017  1.123
H  -1.246  0.786  1.526

***

2.
Formula: C3H5NO2
Source: OMol25
Level of theory: the ωB97M-V functional and the def2-TZVPD basis

As for the net charge: 0. The relative energy (zero: lowest compared OMol25 entry of this formula, charge and spin) is 60.53 kcal per mole. The orbital gap comes out at 9.910 eV. The molecular weight comes out at 87.08 g mol⁻¹.

Cartesian coordinates (Å):
O  -0.710  0.351  -2.213
C  -1.034  -0.491  -1.386
C  -0.565  -0.482  -0.025
N  0.153  0.734  0.267
C  1.177  0.649  1.081
O  1.429  -0.480  1.613
H  -1.711  -1.331  -1.656
H  -1.272  -0.775  0.757
H  0.665  -1.188  0.684
H  0.055  1.507  -0.395
H  1.814  1.508  1.271

***

3.
Formula: C3H5NO2
Source: OMol25
Level of theory: the ωB97M-V functional and the def2-TZVPD basis

As for the net charge: 0. The relative energy (zero: lowest compared OMol25 entry of this formula, charge and spin) is 115.23 kcal per mole. The SMILES is OCC=C=NO. The orbital gap comes out at 10.065 eV. The molecular weight comes out at 87.08 g mol⁻¹.

Cartesian coordinates (Å):
O  -0.455  -2.054  0.145
C  -0.788  -0.718  0.446
C  0.494  -0.011  0.765
C  0.585  1.296  0.670
N  0.730  2.205  -0.173
O  0.955  1.346  -1.372
H  -1.255  -2.496  -0.159
H  -1.254  -0.206  -0.412
H  -1.470  -0.642  1.302
H  1.383  -0.601  0.956
H  1.076  1.881  -2.167

***

4.
Formula: C3H5NO2
Source: OMol25
Level of theory: the ωB97M-V functional and the def2-TZVPD basis

As for the net charge: 0. The relative energy (zero: lowest compared OMol25 entry of this formula, charge and spin) is 47.47 kcal per mole. The SMILES is [H]/N=C/O/C=C/O. The orbital gap comes out at 9.517 eV. The molecular weight comes out at 87.08 g mol⁻¹.

Cartesian coordinates (Å):
H  -1.904  -2.160  -1.384
N  -1.407  -1.486  -0.809
C  -0.208  -1.375  -1.188
O  0.680  -0.540  -0.618
C  0.181  0.347  0.322
C  0.998  1.198  0.931
O  0.579  2.181  1.774
H  0.278  -1.904  -2.012
H  -0.890  0.301  0.483
H  2.074  1.185  0.805
H  -0.381  2.253  1.696

***

5.
Formula: C3H5NO2
Source: OMol25
Level of theory: the ωB97M-V functional and the def2-TZVPD basis

As for the net charge: 0. The relative energy (zero: lowest compared OMol25 entry of this formula, charge and spin) is 100.31 kcal per mole. The SMILES is C[C@H]1OC=NO1. The orbital gap comes out at 9.875 eV. The molecular weight comes out at 87.08 g mol⁻¹.

Cartesian coordinates (Å):
C  -1.446  -0.166  0.424
C  -0.103  -0.158  -0.501
O  0.474  1.075  -0.336
C  1.700  0.585  0.159
N  1.903  -0.729  0.334
O  0.818  -1.218  -0.365
H  -1.861  0.759  -0.113
H  -2.145  -1.024  0.109
H  -1.168  -0.160  1.547
H  -0.439  -0.331  -1.656
H  2.267  1.368  0.398

***

6.
Formula: C3H5NO2
Source: OMol25
Level of theory: the ωB97M-V functional and the def2-TZVPD basis

As for the net charge: 0. The relative energy (zero: lowest compared OMol25 entry of this formula, charge and spin) is 94.27 kcal per mole. The orbital gap comes out at 9.119 eV. The molecular weight comes out at 87.08 g mol⁻¹.

Cartesian coordinates (Å):
C  -1.066  0.330  0.350
C  -0.786  -0.792  -0.664
O  -1.392  -1.797  -0.994
O  0.784  -1.243  0.020
C  1.377  -0.170  0.237
N  0.696  0.959  0.350
H  -1.096  0.334  1.421
H  -0.393  -0.047  -1.394
H  -1.910  0.880  -0.122
H  2.471  -0.234  0.298
H  1.314  1.779  0.497

***

7.
Formula: C3H5NO2
Source: OMol25
Level of theory: the ωB97M-V functional and the def2-TZVPD basis

As for the net charge: 0. The relative energy (zero: lowest compared OMol25 entry of this formula, charge and spin) is 26.36 kcal per mole. The SMILES is [H]/N=C(O)\C=C\O. The orbital gap comes out at 9.850 eV. The molecular weight comes out at 87.08 g mol⁻¹.

Cartesian coordinates (Å):
H  0.465  1.905  1.674
N  -0.167  1.148  1.909
C  -0.316  0.270  1.006
O  -1.143  -0.759  1.262
C  0.315  0.237  -0.309
C  0.089  -0.739  -1.191
O  0.628  -0.839  -2.413
H  -1.496  -0.626  2.154
H  0.985  1.055  -0.538
H  -0.579  -1.559  -0.969
H  1.220  -0.094  -2.585

***

8.
Formula: C3H5NO2
Source: OMol25
Level of theory: the ωB97M-V functional and the def2-TZVPD basis

As for the net charge: 0. The relative energy (zero: lowest compared OMol25 entry of this formula, charge and spin) is 152.90 kcal per mole. The orbital gap comes out at 10.041 eV. The molecular weight comes out at 87.08 g mol⁻¹.

Cartesian coordinates (Å):
C  1.295  0.852  -0.362
C  -0.244  0.580  -0.778
C  -1.151  0.091  0.327
H  1.627  1.011  -1.143
H  1.144  1.571  0.318
H  1.690  -0.271  0.012
H  -2.237  0.895  0.660
H  -0.224  -2.559  1.251
N  -1.159  -0.923  0.958
O  -0.622  0.643  -1.806
O  -0.120  -1.890  0.563

***

9.
Formula: C3H5NO2
Source: OMol25
Level of theory: the ωB97M-V functional and the def2-TZVPD basis

As for the net charge: 0. The relative energy (zero: lowest compared OMol25 entry of this formula, charge and spin) is 132.74 kcal per mole. The orbital gap comes out at 9.143 eV. The molecular weight comes out at 87.08 g mol⁻¹.

Cartesian coordinates (Å):
N  1.468  -0.477  -1.237
C  0.385  -0.912  -0.694
O  -0.439  -1.838  -0.761
C  -0.154  0.017  0.406
C  -1.397  0.574  0.890
O  -0.391  -0.182  1.660
H  1.453  0.903  -0.356
H  1.820  -1.051  -1.994
H  1.019  1.316  0.226
H  -1.451  1.628  1.145
H  -2.315  0.022  0.715

***

10.
Formula: C3H5NO2
Source: OMol25
Level of theory: the ωB97M-V functional and the def2-TZVPD basis

As for the net charge: 0. The relative energy (zero: lowest compared OMol25 entry of this formula, charge and spin) is 43.08 kcal per mole. The SMILES is [H]/N=C/OCC=O. The orbital gap comes out at 10.720 eV. The molecular weight comes out at 87.08 g mol⁻¹.

Cartesian coordinates (Å):
H  2.230  1.221  0.437
N  1.491  0.524  0.490
C  1.251  0.025  -0.644
O  0.248  -0.850  -0.875
C  -0.791  -0.903  0.104
C  -1.249  0.519  0.419
O  -1.257  1.008  1.516
H  1.762  0.239  -1.584
H  -0.504  -1.423  1.023
H  -1.599  -1.443  -0.404
H  -1.582  1.083  -0.482

***

11.
Formula: C3H5NO2
Source: OMol25
Level of theory: the ωB97M-V functional and the def2-TZVPD basis

As for the net charge: 0. The relative energy (zero: lowest compared OMol25 entry of this formula, charge and spin) is 109.86 kcal per mole. The orbital gap comes out at 9.490 eV. The molecular weight comes out at 87.08 g mol⁻¹.

Cartesian coordinates (Å):
N  1.774  -0.945  -0.352
C  0.727  -0.764  -1.020
C  -0.551  -0.371  1.613
O  -1.303  0.152  0.670
C  -0.597  1.088  -0.156
O  -0.012  0.396  -1.224
H  2.133  -0.143  0.172
H  0.266  -1.599  -1.568
H  -1.191  -1.208  1.985
H  -1.339  1.750  -0.608
H  0.093  1.645  0.489

***

12.
Formula: C3H5NO2
Source: OMol25
Level of theory: the ωB97M-V functional and the def2-TZVPD basis

As for the net charge: 0. The relative energy (zero: lowest compared OMol25 entry of this formula, charge and spin) is 62.87 kcal per mole. The orbital gap comes out at 10.849 eV. The molecular weight comes out at 87.08 g mol⁻¹.

Cartesian coordinates (Å):
N  -0.696  -0.248  -1.040
C  -0.209  1.022  -0.457
O  1.157  0.802  -0.240
C  1.074  -0.475  0.429
C  -0.453  -0.597  0.382
O  -0.840  0.735  0.804
H  -1.709  -0.149  -1.120
H  -0.409  1.990  -0.914
H  1.463  -0.410  1.447
H  1.595  -1.241  -0.147
H  -0.973  -1.428  0.856

***

Question: Which of these has the highest relative energy (zero: lowest compared OMol25 entry of this formula, charge and spin)?
Answer: number 8

***

Question: What is the net charge in the tenth record?
Answer: 0